[1]
The following is a DFT calculation (ωB97M-V/def2-TZVPD) of a structure of composition C29H26N3O5S5Ti.

Output
Net charge: -1
Energy above the lowest of the compared OMol25 structures with the same formula, charge and spin: 135.66 kJ/mol
HOMO energy (spin up / spin down): -3.07 / -3.10 eV
Lowest unoccupied orbital energy (spin up / spin down): 0.08661 / 0.08660 hartree
Kohn-Sham gap (spin up / spin down): 5.43 / 5.46 eV

Geometry (Å):
Ti -0.4992 -0.5458 -0.6871
O -2.5419 -1.5967 -3.5425
C -2.2496 -1.8716 -2.3974
O -1.0212 -2.0012 -1.9191
C -3.3439 -2.1021 -1.3504
C -2.7442 -2.7643 -0.1024
C -3.8457 -3.1953 0.8645
C -4.2682 -1.8374 1.4950
C -3.4023 -0.8594 0.7207
O -2.1585 -1.6126 0.5750
C -3.8740 -0.7268 -0.7424
C -3.2370 0.5104 -1.3494
O -3.9051 1.3660 -1.8749
O -1.9168 0.5599 -1.1973
H -4.1376 -2.6796 -1.8084
H -1.9860 -3.4987 -0.3070
H -3.4616 -3.8891 1.6122
H -4.6580 -3.6816 0.3271
H -4.0047 -1.7934 2.5498
H -5.3322 -1.6165 1.3827
H -3.2074 0.0783 1.2234
H -4.9467 -0.6125 -0.8312
C 0.5610 0.8775 -3.5010
C 1.3257 -0.3412 -3.0723
C 2.1120 -1.0407 -3.9346
C 2.7497 -2.2262 -3.4899
C 2.5888 -2.6516 -2.2145
C 1.7829 -1.8979 -1.3264
N 1.1665 -0.7431 -1.7736
C 1.5451 -2.2224 0.0311
C 2.2419 -3.2269 0.7465
C 2.1276 -3.3093 2.0839
C 1.3719 -2.3041 2.7744
C 0.6687 -1.3843 2.0811
N 0.6366 -1.3834 0.6995
C 0.0537 -0.2556 2.8784
C 0.9230 0.6796 3.4359
C 0.4095 1.6591 4.2612
C -0.9540 1.6747 4.5118
C -1.7533 0.7160 3.9083
C -3.2377 0.6670 4.1552
N -1.2570 -0.2330 3.1030
H -0.4893 0.6139 -3.6472
H 0.9524 1.2689 -4.4388
H 0.6045 1.6479 -2.7398
H 2.2179 -0.6952 -4.9559
H 3.3610 -2.8006 -4.1753
H 3.0583 -3.5663 -1.8779
H 2.8989 -3.9012 0.2083
H 2.6464 -4.0838 2.6329
H 1.3582 -2.2571 3.8565
H 1.9770 0.6469 3.1867
H 1.0600 2.4087 4.6990
H -1.3923 2.4290 5.1585
H -3.5008 -0.2545 4.6834
H -3.7868 0.6734 3.2085
H -3.5667 1.5157 4.7579
C -3.4132 3.6582 2.1577
S -2.2621 2.8301 1.0379
C -0.7120 3.3917 1.6408
C 0.4546 2.8867 1.1994
S 0.8286 1.6027 0.0835
S 1.8568 3.6526 1.9167
C 1.0885 4.7967 2.9239
S 1.8680 5.8688 3.9126
S -0.6148 4.6819 2.8159
H -3.4144 4.7391 2.0006
H -3.1852 3.4281 3.2017
H -4.3990 3.2641 1.9089

***

[2]
The following is a DFT calculation (ωB97M-V/def2-TZVPD) of a structure of composition C29H26N4NbO15S2.

Output
Net charge: -1
Energy above the lowest of the compared OMol25 structures with the same formula, charge and spin: 0.00 kJ/mol
HOMO energy: -4.85 eV
Lowest unoccupied orbital energy: 0.05661 hartree
Kohn-Sham gap: 6.39 eV

Geometry (Å):
Nb -0.2960 -1.6540 0.8377
O 5.5144 -3.8777 3.8833
C 4.8564 -2.9598 3.1279
O 5.0831 -2.7332 1.9938
C 3.8141 -2.3867 4.0068
C 3.8197 -2.4729 5.4538
C 2.7273 -1.9716 6.2100
C 1.6979 -1.2919 5.5997
C 1.7370 -1.2254 4.1851
N 2.7408 -1.7565 3.4654
C 0.6765 -0.4455 3.4460
O -0.0929 0.3335 3.9483
O 0.7288 -0.5565 2.1043
H 6.0873 -4.4215 3.2836
H 4.6474 -3.0388 5.8907
H 2.7889 -2.0542 7.3020
H 0.8218 -0.9428 6.1389
O -3.3526 -3.4851 1.8574
S -1.9566 -3.5692 2.0927
O -1.5236 -4.5812 3.0489
O -1.3610 -2.1440 2.5427
O -1.0934 -3.5620 0.7009
C 2.3589 3.8418 -3.9803
O 1.2518 2.9141 -3.9964
C 0.0300 3.3119 -3.5200
C -0.4591 4.6054 -3.4204
C -1.5088 4.9527 -2.6035
C -2.3343 3.9192 -1.9538
C -1.9634 2.6385 -2.1575
C -0.6932 2.2819 -2.7891
N -0.1976 0.9948 -2.8027
C -0.1514 -0.0805 -1.9097
N -1.1242 -1.1908 -2.1819
C -2.2232 -1.3455 -1.3131
C -2.2274 -1.0673 0.0621
C -3.4415 -0.8569 0.6688
C -4.6645 -1.3017 0.1626
C -4.6446 -1.9108 -1.1032
C -3.4520 -1.9614 -1.8451
O -3.2943 -2.6709 -3.0194
C -4.3654 -3.5567 -3.4602
N -0.0523 0.1508 -0.5423
C 0.8885 1.1369 -0.2050
C 2.2462 0.9155 -0.2059
C 3.1978 1.9155 0.0003
C 2.7901 3.2283 0.2008
C 1.4284 3.4973 0.2640
C 0.4889 2.4391 0.2364
O -0.7168 2.7716 0.6460
C -1.4876 2.0339 1.5527
H 3.2253 3.4157 -4.5003
H 2.6701 4.0758 -2.9684
H 2.0852 4.7696 -4.4907
H 0.0791 5.3727 -4.0185
H -1.8480 5.9960 -2.5088
H -3.2532 4.2058 -1.4963
H -2.5897 1.7891 -1.8513
H 0.6521 1.0138 -3.3741
H -1.2051 -1.4897 -3.1239
H -3.3832 -0.3694 1.6547
H -5.5684 -1.3283 0.7376
H -5.5768 -2.3791 -1.4855
H -3.9905 -4.0256 -4.3783
H -5.3054 -2.9971 -3.6992
H -4.6099 -4.3736 -2.7304
H 2.5346 -0.1354 -0.3553
H 4.2588 1.6467 -0.0552
H 3.4242 4.0946 0.3298
H 1.0700 4.4922 0.2578
H -2.4020 2.6371 1.7459
H -0.8947 1.8393 2.4897
H -1.8369 1.0690 1.2578
O 1.1286 -0.6451 -2.4711
S 1.8213 -2.1630 -1.8611
O 3.2586 -1.8392 -1.7914
O 1.1293 -2.2864 -0.4863
O 1.3823 -3.1954 -2.7312

***

[3]
The following is a DFT calculation (ωB97M-V/def2-TZVPD) of a structure of composition C29H26N6PS2W.

Output
Net charge: +3
Energy above the lowest of the compared OMol25 structures with the same formula, charge and spin: 179.05 kJ/mol
HOMO energy (spin up / spin down): -16.40 / -16.44 eV
Lowest unoccupied orbital energy (spin up / spin down): -0.36250 / -0.36722 hartree
Multiplicity: 3
Kohn-Sham gap (spin up / spin down): 6.53 / 6.45 eV

Geometry (Å):
W -0.2038 -0.1903 0.6622
C 0.3501 0.1090 -2.4563
N 1.0537 0.3922 -1.1709
C 1.5731 1.7885 -1.0824
C 1.6644 2.1282 0.3697
N 1.0172 1.3933 1.2771
C 1.2652 2.0038 2.5205
C 0.8606 1.6610 3.8060
C 1.2926 2.4841 4.8285
C 2.0985 3.6087 4.5918
C 2.5098 3.9517 3.3184
C 2.0728 3.1172 2.2989
N 2.3028 3.1554 0.9215
C -0.5946 -1.0152 -2.1898
N -0.9398 -1.3187 -0.9374
C -1.8283 -2.4049 -1.0348
C -2.4512 -3.1620 -0.0511
C -3.2572 -4.1957 -0.4887
C -3.4415 -4.4735 -1.8520
C -2.8141 -3.7332 -2.8353
C -2.0011 -2.7013 -2.3854
N -1.1972 -1.7976 -3.0808
H 1.0626 -0.1383 -3.2466
H -0.1945 1.0050 -2.7640
H 1.8667 -0.2236 -1.1385
H 0.8702 2.4596 -1.5819
H 2.5385 1.8809 -1.5853
H 0.2471 0.7942 4.0114
H 1.0074 2.2551 5.8456
H 2.4073 4.2190 5.4283
H 3.1325 4.8143 3.1312
H 2.8630 3.8358 0.4273
H -2.3227 -2.9677 1.0060
H -3.7610 -4.8130 0.2419
H -4.0845 -5.2931 -2.1398
H -2.9446 -3.9526 -3.8853
H -1.0785 -1.7514 -4.0832
S -5.0690 -0.5520 0.4865
P -4.3784 -0.6595 2.2214
S -1.9349 0.1255 1.8567
C -4.0056 -2.2473 2.9470
C -2.9826 -2.4721 3.8734
C -2.8538 -3.7111 4.4698
C -3.7491 -4.7318 4.1588
C -4.7681 -4.5136 3.2461
C -4.8975 -3.2781 2.6316
C -4.8002 0.5590 3.4325
C -6.0551 1.1645 3.2931
C -6.5029 2.0387 4.2700
C -5.7043 2.3232 5.3649
C -4.4496 1.7319 5.5002
C -3.9989 0.8478 4.5439
H -2.2936 -1.6819 4.1414
H -2.0683 -3.8855 5.1917
H -3.6553 -5.6966 4.6382
H -5.4710 -5.3026 3.0157
H -5.6944 -3.1107 1.9180
H -6.6767 0.9542 2.4334
H -7.4758 2.4988 4.1707
H -6.0585 3.0104 6.1210
H -3.8358 1.9623 6.3594
H -3.0315 0.3793 4.6686
N 1.6923 -2.5782 1.7911
C 1.0502 -1.7279 1.3480
H 2.2292 -3.3193 2.2116

***

[4]
The following is a DFT calculation (ωB97M-V/def2-TZVPD) of a structure of composition C29H27ClMgN5O6S.

Output
Net charge: -1
Energy above the lowest of the compared OMol25 structures with the same formula, charge and spin: 0.00 kJ/mol
HOMO energy: -4.30 eV
Lowest unoccupied orbital energy: 0.05384 hartree
Kohn-Sham gap: 5.77 eV

Geometry (Å):
Mg 1.8421 0.2355 -0.7490
C -3.5938 3.4677 3.3480
C -2.2348 2.9265 2.9814
C -1.0702 3.5705 3.3898
C 0.1804 3.0740 3.0489
C 0.2743 1.9201 2.2822
C -0.8744 1.2541 1.8723
C -2.1167 1.7644 2.2229
S 1.8923 1.3487 1.8019
O 2.7366 1.6428 2.9319
O 2.1905 2.0242 0.5336
N 1.7505 -0.1378 1.3543
C 1.5054 -1.2057 2.1929
C 1.3512 -1.1875 3.5595
C 1.0911 -2.3805 4.2731
C 0.9874 -3.5889 3.6497
C 1.1494 -3.6501 2.2412
C 1.0776 -4.8560 1.5037
C 1.2606 -4.8421 0.1543
C 1.5117 -3.6042 -0.4805
N 1.5715 -2.4701 0.1626
C 1.4003 -2.4724 1.5143
H -3.5146 4.2907 4.0583
H -4.2185 2.6936 3.7970
H -4.1207 3.8384 2.4655
H -1.1427 4.4731 3.9871
H 1.0849 3.5705 3.3756
H -0.7926 0.3543 1.2723
H -3.0132 1.2454 1.8987
H 1.4526 -0.2536 4.0971
H 0.9796 -2.3236 5.3495
H 0.7955 -4.4978 4.2073
H 0.8815 -5.7840 2.0300
H 1.2168 -5.7508 -0.4318
H 1.6578 -3.5541 -1.5564
O 1.1253 -0.9271 -2.4761
C 0.0171 -0.9624 -1.9123
O -0.2745 -0.2630 -0.8882
C -1.0375 -1.8958 -2.4386
C -1.2356 -2.0050 -3.8078
C -2.2281 -2.8344 -4.3059
C -2.9866 -3.5567 -3.4069
C -2.7981 -3.4867 -2.0393
C -1.8186 -2.6352 -1.5565
N -4.0546 -4.4459 -3.9347
O -4.1639 -4.5387 -5.1409
O -4.6614 -5.1309 -3.1363
H -0.5990 -1.4418 -4.4776
H -2.4136 -2.9295 -5.3652
H -3.4136 -4.0808 -1.3799
H -1.6462 -2.5384 -0.4925
Cl 5.2055 0.9910 -1.1778
C 3.9271 -0.3909 -1.0822
H 4.2861 -0.9919 -0.2405
H 4.1239 -0.9672 -1.9911
C -1.3825 4.5027 -0.6185
C -0.2573 3.8256 -1.3259
C 0.8254 4.3123 -2.0268
C 1.5766 3.1741 -2.3970
N 0.9832 2.0717 -1.9662
N -0.1311 2.4918 -1.3318
C 2.8830 3.1052 -3.1163
H -1.3581 5.5726 -0.8184
H -1.3060 4.3514 0.4612
H -2.3509 4.1168 -0.9430
H 1.0558 5.3468 -2.2248
H -0.7072 1.7840 -0.8979
H 2.9241 3.8497 -3.9128
H 3.0307 2.1148 -3.5434
H 3.7113 3.2763 -2.4275

***

The records above yield E_tot values of -122500.315 -90390.206 -72197.765 -79052.839 eV, respectively.